[1]
# CH4N2O2

One molecule with the formula CH4N2O2 at a distorted geometry (ωB97M-V/def2-TZVPD, the Open Molecules 2025 dataset).

Geometry as XYZ:
```
9
CH4N2O2 (ωB97M-V/def2-TZVPD)
C -0.0378 -0.1200 -0.1096
N -2.4296 -0.1371 -0.4394
N -1.3604 0.0961 0.3417
O -3.4761 0.2437 0.0696
O 0.8229 0.9888 -0.1410
H 0.5642 -0.9328 0.6022
H -0.2987 -0.6690 -0.9995
H -1.4235 0.4491 1.2712
H 1.3973 1.1575 -0.8577
```

As for the SMILES: O=NNCO. As for the HOMO-LUMO gap: 0.3826 hartree. As for the energy above the lowest of the compared OMol25 structures with the same formula, charge and spin: 2.866 eV. As for the LUMO energy: 0.57 eV.

=====

[2]
# C35H58Br12ClN6O3S

C35H58Br12ClN6O3S as an isolated structure at a distorted geometry (ωB97M-V/def2-TZVPD, the Open Molecules 2025 dataset).

Geometry as XYZ:
```
116
C35H58Br12ClN6O3S (ωB97M-V/def2-TZVPD)
C 1.6857 -3.6682 1.6149
C 2.1085 -4.1311 0.1197
C 3.2616 -5.1989 0.0635
C 3.7621 -5.7900 -1.2797
C 3.0493 -5.2526 -2.5778
C 1.9272 -4.1652 -2.5261
C 1.4204 -3.5636 -1.1813
C 0.2815 -2.4489 -1.0412
C 0.4648 -1.1843 -2.0231
N -0.8033 -0.9711 -2.7942
C -1.5315 0.2275 -2.3950
N -2.8118 0.0744 -2.0227
C -3.6894 1.2211 -1.6351
C -3.9121 1.1071 -0.0279
C -4.6545 -0.2441 0.4254
C -5.8342 -0.7257 -0.5552
S -7.1121 0.6299 -0.8496
C -8.4961 -0.1959 -1.7353
N -8.3797 -1.3956 -2.5187
N -9.6592 -1.6240 -2.9282
C -10.5493 -0.6083 -2.4573
O -9.8057 0.3428 -1.6664
N -0.8561 1.5124 -2.4756
C 0.6436 1.3770 -2.2421
N 1.2135 1.1230 -3.6248
C 1.2283 2.7995 -1.7879
C 1.0333 3.1640 -0.2461
O 1.8979 3.9206 0.2762
Cl -0.3456 2.6359 0.8259
C 0.9712 0.1560 -1.2541
C 2.5269 -0.0743 -0.9390
C 3.0349 0.5337 0.4555
C 2.1420 0.0920 1.7315
O 2.9964 -0.3561 2.8401
H 1.8352 -4.5441 2.3350
H 2.2465 -2.7180 1.9109
H 0.5547 -3.4573 1.5770
H 3.7491 -5.5594 1.0393
H 4.5994 -6.5693 -1.3059
H 3.4144 -5.7316 -3.5588
H 1.4765 -3.8450 -3.5243
H 0.2565 -2.0448 0.0410
H -0.7271 -2.9994 -1.1747
H 1.3172 -1.4724 -2.7527
H -1.3990 -1.8082 -2.8310
H -3.2272 -0.8671 -2.0212
H -4.6757 1.0988 -2.2173
H -3.2817 2.2505 -1.9040
H -4.5404 1.9834 0.3512
H -2.8946 1.1583 0.5222
H -3.9326 -1.1288 0.6187
H -5.1570 -0.0299 1.4471
H -5.3311 -0.9706 -1.5699
H -6.4382 -1.6183 -0.1552
H -11.6736 -0.5516 -2.6268
H -1.1809 2.1844 -1.7640
H 0.4531 0.7576 -4.2306
H 2.0137 0.4702 -3.5918
H 2.3708 2.7502 -1.9652
H 0.8473 3.6031 -2.5178
H 0.3289 0.1882 -0.2885
H 3.1844 0.3698 -1.7801
H 2.7590 -1.1967 -0.9216
H 4.0824 0.0735 0.6445
H 3.2268 1.6749 0.4238
H 1.6310 1.0486 2.1167
H 1.4122 -0.7189 1.3903
H 2.3928 -0.2706 3.6232
Br -10.5698 0.7591 -4.6549
C -11.8453 1.4480 -5.9621
C -13.2514 1.0108 -5.6358
Br -13.5454 -0.8524 -6.1283
H -11.5060 1.1151 -6.9431
H -11.7565 2.5341 -5.9015
H -13.9761 1.5773 -6.2226
H -13.4968 1.1021 -4.5776
Br 2.2163 -3.8855 4.9471
C 4.0177 -3.2325 4.5874
C 4.9566 -3.5586 5.7226
Br 4.6762 -2.3593 7.2326
H 3.9339 -2.1632 4.3902
H 4.3271 -3.7423 3.6730
H 5.9932 -3.3996 5.4212
H 4.8446 -4.5756 6.0988
Br 3.7467 -0.9223 -4.2263
C 5.5290 -0.2555 -4.6621
C 6.5180 -0.5341 -3.5578
Br 6.2887 0.7070 -2.0707
H 5.4231 0.8065 -4.8846
H 5.8100 -0.7870 -5.5727
H 7.5381 -0.3687 -3.9081
H 6.4380 -1.5414 -3.1483
Br 5.9258 1.7868 3.3520
C 7.4478 1.8132 2.1361
C 7.6665 3.1906 1.5649
Br 6.3715 3.5943 0.1631
H 7.2607 1.0549 1.3750
H 8.3018 1.5089 2.7435
H 8.6403 3.2540 1.0765
H 7.5858 3.9832 2.3088
Br 1.2337 8.0910 0.9338
C 1.7001 6.6996 2.2183
C 0.8532 6.7968 3.4626
Br 1.4527 8.2495 4.6163
H 2.7682 6.7939 2.4148
H 1.5132 5.7593 1.6981
H 0.9541 5.8941 4.0677
H -0.2021 6.9724 3.2531
Br 1.8153 -0.0397 6.0768
C 0.9029 -0.6700 7.6800
C -0.5692 -0.8781 7.4266
Br -1.5282 0.8191 7.3861
H 1.1076 0.0556 8.4673
H 1.3881 -1.6158 7.9287
H -1.0238 -1.4414 8.2431
H -0.7768 -1.3827 6.4830
```

Its charge is +1. As for the HOMO-LUMO gap: 0.2824 hartree. As for the LUMO energy: -2.67 eV.